C17H20Br2Cl3GeMoO2S2 as an isolated structure at a distorted geometry, computed with wB97M-V/def2-TZVPD.

Element x y z (Å)
Mo -0.3949 1.1148 0.1794
O -0.9568 -0.1864 1.3242
S -1.0621 -1.6102 2.2662
C -0.1325 -2.7407 1.1799
C 0.8895 -2.1590 0.2027
C 0.3283 -1.9881 -1.2151
C 1.3773 -1.4883 -2.2068
S 1.3524 0.2747 -2.6366
O 0.7245 0.9926 -1.3213
C 0.1025 0.4267 -3.8458
C 0.6057 0.2859 -5.1411
C -0.2924 0.3253 -6.1994
C -1.6425 0.5298 -5.9538
C -2.1178 0.7036 -4.6548
C -1.2457 0.6537 -3.5821
C -0.1241 -1.3051 3.6599
C -0.7470 -1.8120 4.8168
C -0.0624 -1.7331 6.0208
C 1.1913 -1.1437 6.0588
C 1.7798 -0.6014 4.9057
C 1.1353 -0.6810 3.6943
H -0.9031 -3.3181 0.6646
H 0.3268 -3.3950 1.9264
H 1.6996 -2.8900 0.1420
H 1.3741 -1.2610 0.6033
H -0.5875 -1.3829 -1.2690
H 0.0121 -2.9750 -1.5602
H 1.2510 -1.9366 -3.1969
H 2.3978 -1.6967 -1.8798
H 1.6653 0.1517 -5.3317
H 0.0717 0.2132 -7.2118
H -2.3361 0.5665 -6.7838
H -3.1713 0.8822 -4.4876
H -1.6218 0.8123 -2.5753
H -1.7293 -2.2688 4.7733
H -0.5206 -2.1122 6.9245
H 1.7278 -1.0934 6.9981
H 2.7512 -0.1305 4.9758
H 1.6000 -0.2797 2.8016
Br -0.1982 3.9509 -1.0637
C 1.2477 4.4333 0.1212
Br 1.8965 2.8443 1.0154
H 0.8645 5.1151 0.8690
H 2.0541 4.8577 -0.4697
Cl -1.4171 4.7272 2.3533
Ge -2.4718 3.1851 1.5008
Cl -3.1037 1.7406 2.8240
Cl -3.5881 3.4017 -0.2155

Calculated values
* E_HOMO (alpha / beta): -20.17 / -20.17 eV
* gap between HOMO and LUMO (alpha / beta): 0.1829 / 0.1669 Ha
* charge: +4
* energy above the lowest of the compared OMol25 structures with the same formula, charge and spin: 64.76 kcal per mole
* multiplicity: 4

=====

One molecule with the formula C17H20Br2N2O2 at a distorted geometry, computed with wB97M-V/def2-TZVPD.

Element x y z (Å)
C -5.1049 1.1501 2.5500
O -4.6048 -0.0046 1.8583
C -3.3064 -0.2247 1.5582
C -2.2271 0.5025 2.1058
C -0.9357 0.2601 1.6179
C -0.6748 -0.6646 0.5868
C 0.6666 -0.8883 -0.1152
C 1.8128 -0.2151 0.6406
C 3.0510 -0.8635 0.9733
C 4.1469 -0.1407 1.4218
Br 5.8374 -0.9483 1.7649
C 4.0444 1.3246 1.7397
O 5.0073 1.9873 2.1456
C 2.7552 1.9313 1.3858
Br 2.5168 3.8011 1.6561
C 1.7102 1.1583 0.9108
C -1.7303 -1.5287 0.2396
C -3.0250 -1.2769 0.6374
H -6.1745 1.1324 2.3500
H -4.9333 1.0668 3.6235
H -4.6753 2.0741 2.1679
H -2.3888 1.2151 2.9300
H -0.1400 0.8311 2.1012
H 0.8402 -1.9656 -0.2607
H 3.2111 -1.9260 0.7672
H 0.7790 1.6874 0.7416
H -1.5753 -2.4085 -0.4020
H -3.8606 -1.8918 0.2942
C 2.1067 -1.1166 -2.1761
N 0.6860 -0.7257 -1.7162
C -0.3340 -1.5979 -2.4646
N 0.5359 0.6986 -1.8638
C -0.1428 1.2068 -3.0731
H 2.3348 -2.2113 -2.0728
H 2.2439 -0.7157 -3.2045
H 2.8241 -0.5111 -1.5833
H -0.2226 -2.6450 -2.1309
H -1.3329 -1.2604 -2.2052
H -0.2259 -1.5333 -3.5600
H 1.4882 1.0674 -1.7841
H 0.0705 2.2882 -3.1353
H 0.1907 0.7618 -4.0362
H -1.2448 1.1198 -2.9841

Calculated values
* E_HOMO: -6.51 eV
* gap between HOMO and LUMO: 0.2342 Ha
* multiplicity: 1

=====

C17H20Br2N4O5S4Y as an isolated structure, computed with wB97M-V/def2-TZVPD.

Element x y z (Å)
Y 0.2498 0.2247 0.2226
C 4.4854 -2.1403 -0.0906
N 3.3086 -2.6897 -0.7631
C 3.3648 -4.0902 -1.1783
C 2.2648 -1.9234 -1.0233
O 2.2052 -0.7167 -0.7112
C 1.0342 -2.5244 -1.7091
O 0.1255 -1.4897 -1.9968
C 0.3652 -0.8141 -3.2135
C 0.0729 0.6665 -3.0252
O -0.0355 1.1250 -1.8724
N -0.0367 1.4240 -4.1027
C 0.0572 0.8831 -5.4568
C -0.3347 2.8504 -3.9804
H 4.7040 -2.7391 0.7927
H 4.2833 -1.1156 0.2017
H 5.3415 -2.1684 -0.7646
H 4.1032 -4.5960 -0.5620
H 3.6635 -4.1821 -2.2231
H 2.4082 -4.5843 -1.0211
H 0.5279 -3.2103 -1.0252
H 1.3084 -3.0915 -2.6026
H -0.2661 -1.2389 -3.9979
H 1.4100 -0.9090 -3.5331
H 0.8824 0.1793 -5.5450
H 0.2557 1.7090 -6.1341
H -0.8762 0.4039 -5.7546
H -0.3925 3.1186 -2.9321
H -1.2849 3.0657 -4.4688
H 0.4541 3.4258 -4.4636
Br 1.4732 4.6771 2.7117
C 1.9781 2.9421 3.2239
C 2.7851 2.7919 4.3755
C 3.1830 1.5635 4.8076
Br 4.2619 1.4212 6.3469
C 2.7751 0.3969 4.1027
C 3.0875 -0.9219 4.4845
C 2.6073 -1.9802 3.7587
C 1.8147 -1.7167 2.6329
N 1.5223 -0.4980 2.2345
C 1.9815 0.5659 2.9503
C 1.5752 1.8606 2.4777
O 0.8305 1.9199 1.3993
H 3.0805 3.6832 4.9111
H 3.6945 -1.0862 5.3645
H 2.8127 -3.0007 4.0478
H 1.3901 -2.5331 2.0563
S -3.6849 -1.5630 0.0434
S -4.8446 -0.0585 -0.6871
S -3.2627 1.1627 -1.1588
S -2.6186 1.0400 0.8322
O -1.2747 -1.1632 0.6947
N -2.5335 -0.6619 1.0517

Calculated values
* E_HOMO: -10.04 eV
* gap between HOMO and LUMO: 0.2755 Ha
* charge: +1
* energy above the lowest of the compared OMol25 structures with the same formula, charge and spin: 16.88 kcal per mole
* multiplicity: 1

=====

One molecule with the formula C17H20Cl2FN5O3 at a distorted geometry, computed with wB97M-V/def2-TZVPD.

Element x y z (Å)
O -1.6537 0.3593 -0.8777
F -1.0558 5.9405 0.9125
Cl 3.6357 -0.9027 0.9994
Cl 0.3808 -7.2303 3.0261
N 1.1378 -1.4319 0.4768
N 0.6573 -5.3004 1.0566
N -1.2379 -5.1504 2.4000
O 0.9456 -3.8753 -0.8073
O 0.7058 3.6333 1.0655
C -0.5086 0.1569 -0.5215
C -0.1063 -1.1677 0.0147
C 2.0088 -0.3637 0.5349
C 1.6942 0.8133 -0.0355
C -0.1100 -5.7713 2.0902
C 0.3502 -4.1770 0.4098
C -1.5506 -3.9723 1.8072
C -0.7709 -3.4730 0.7746
N -1.0605 -2.1648 0.1193
N 0.4137 1.1501 -0.5123
C 2.3584 -4.1629 -0.7102
C -2.6995 -3.2566 2.3434
C -0.9803 5.1779 1.9852
C -0.6978 3.7247 1.5950
C -0.1051 3.1598 -3.5879
C -0.1127 1.6002 -3.6004
C 0.7474 3.7739 -0.3460
C 0.7331 2.3869 -2.5606
C 0.1605 2.4867 -1.1572
H 2.4541 1.5620 -0.0538
H -1.9569 -1.9182 -0.2898
H 2.4179 -5.1173 -1.2979
H 2.8470 -4.2988 0.3161
H 2.8019 -3.3086 -1.2857
H -3.5553 -3.7108 1.8369
H -2.8536 -3.5395 3.3709
H -2.6412 -2.1321 2.2184
H -2.0119 5.1620 2.5277
H -0.1718 5.5205 2.6317
H -1.4521 3.3648 0.8266
H -0.8038 3.2347 2.6424
H 0.5840 3.7827 -4.2350
H -1.0549 3.6189 -3.3737
H -1.2230 1.3854 -3.3457
H 0.4116 1.0070 -4.3666
H 1.8070 3.7981 -0.6105
H 0.2145 4.6480 -0.6984
H 1.8560 2.3866 -2.5149
H -0.9494 2.5915 -1.1934

Calculated values
* E_HOMO: -8.06 eV
* gap between HOMO and LUMO: 0.3045 Ha
* energy above the lowest of the compared OMol25 structures with the same formula, charge and spin: 0.00 kcal per mole
* multiplicity: 1

=====

C17H20Cl2N4O3 as an isolated structure at a distorted geometry, computed with wB97M-V/def2-TZVPD.

Element x y z (Å)
C -3.6276 -0.1780 1.6078
C -4.4485 1.0135 0.7975
C -4.2561 0.9688 -0.7771
C -2.9141 1.8324 -1.1658
N -1.5034 1.4909 -0.6479
C -1.0312 2.0205 0.5329
O -1.5374 2.9740 1.0719
N 0.0892 1.5828 0.8929
C 0.7590 0.3956 0.5229
C 0.1627 -0.2254 -0.4976
C 0.6538 -1.5802 -1.1031
N 1.8910 -2.0407 -0.6774
C 2.6670 -2.9049 -0.9869
C 2.0301 -3.9381 -2.0245
C 2.9170 -4.9375 -2.4827
C 4.0732 -5.3394 -1.5506
N 4.5165 -4.3972 -0.5425
C 3.7747 -3.4779 -0.2386
Cl 4.1978 -2.4655 0.8941
H 4.6228 -6.2002 -1.8155
H 2.6157 -5.6239 -3.2705
H 1.1869 -3.8633 -2.4786
H 0.1893 -1.9673 -1.8827
C -1.0910 0.0404 -1.0377
O -1.6208 -0.3593 -2.4193
O 1.6430 0.0721 1.2165
H 2.3780 -1.3367 0.3633
C 0.4790 2.2797 2.0286
H 1.4200 1.6311 2.7026
C 1.2115 3.6713 1.7372
C 2.3490 3.4185 0.6452
H 2.8429 4.4527 0.2410
H 2.1350 2.7753 -0.0864
Cl 3.8973 2.7917 1.6539
H 0.5335 4.2440 1.1466
H 1.3534 4.1155 2.4829
H -0.1881 2.6310 2.6707
H -3.1194 2.6754 -0.6131
H -2.8228 1.6783 -2.2588
H -3.9578 -0.3163 -1.0752
H -5.0042 1.3326 -1.0663
H -4.1067 1.6428 1.3450
H -5.3235 0.6731 0.9759
H -3.6582 -1.1240 1.1835
H -3.8163 -0.2684 2.4679
H -2.5621 0.1404 1.5179

Calculated values
* E_HOMO: -8.38 eV
* gap between HOMO and LUMO: 0.2238 Ha
* multiplicity: 1

=====

Which formula does entry 2 have?
C17H20Br2N2O2

=====

What is the multiplicity in the fourth record?
1

=====

Copy entry 4 word for word.
One molecule with the formula C17H20Cl2FN5O3 at a distorted geometry, computed with wB97M-V/def2-TZVPD.

Element x y z (Å)
O -1.6537 0.3593 -0.8777
F -1.0558 5.9405 0.9125
Cl 3.6357 -0.9027 0.9994
Cl 0.3808 -7.2303 3.0261
N 1.1378 -1.4319 0.4768
N 0.6573 -5.3004 1.0566
N -1.2379 -5.1504 2.4000
O 0.9456 -3.8753 -0.8073
O 0.7058 3.6333 1.0655
C -0.5086 0.1569 -0.5215
C -0.1063 -1.1677 0.0147
C 2.0088 -0.3637 0.5349
C 1.6942 0.8133 -0.0355
C -0.1100 -5.7713 2.0902
C 0.3502 -4.1770 0.4098
C -1.5506 -3.9723 1.8072
C -0.7709 -3.4730 0.7746
N -1.0605 -2.1648 0.1193
N 0.4137 1.1501 -0.5123
C 2.3584 -4.1629 -0.7102
C -2.6995 -3.2566 2.3434
C -0.9803 5.1779 1.9852
C -0.6978 3.7247 1.5950
C -0.1051 3.1598 -3.5879
C -0.1127 1.6002 -3.6004
C 0.7474 3.7739 -0.3460
C 0.7331 2.3869 -2.5606
C 0.1605 2.4867 -1.1572
H 2.4541 1.5620 -0.0538
H -1.9569 -1.9182 -0.2898
H 2.4179 -5.1173 -1.2979
H 2.8470 -4.2988 0.3161
H 2.8019 -3.3086 -1.2857
H -3.5553 -3.7108 1.8369
H -2.8536 -3.5395 3.3709
H -2.6412 -2.1321 2.2184
H -2.0119 5.1620 2.5277
H -0.1718 5.5205 2.6317
H -1.4521 3.3648 0.8266
H -0.8038 3.2347 2.6424
H 0.5840 3.7827 -4.2350
H -1.0549 3.6189 -3.3737
H -1.2230 1.3854 -3.3457
H 0.4116 1.0070 -4.3666
H 1.8070 3.7981 -0.6105
H 0.2145 4.6480 -0.6984
H 1.8560 2.3866 -2.5149
H -0.9494 2.5915 -1.1934

Calculated values
* E_HOMO: -8.06 eV
* gap between HOMO and LUMO: 0.3045 Ha
* energy above the lowest of the compared OMol25 structures with the same formula, charge and spin: 0.00 kcal per mole
* multiplicity: 1

=====

multiplicity of number 2 (C17H20Br2N2O2)?
1